C8H15IN | ωB97M-V/def2-TZVPD

```
25
Properties=species:S:1:pos:R:3
C 1.2277 1.6138 -0.8607
C 0.3239 1.9271 0.0822
C -0.1269 0.7624 0.9437
C 1.6937 0.2538 -0.9933
C -0.3420 3.2558 0.1541
C -1.5292 -2.0880 1.1038
C -0.0935 -2.3341 -1.0378
C -0.6594 -1.3955 -0.0041
N 0.3663 -0.5067 0.3903
I 3.5844 -0.1161 -0.1916
H 1.5477 2.3679 -1.5538
H 0.4050 0.9248 1.9464
H -1.1742 0.9258 1.0311
H 1.5545 -0.1873 -2.0207
H -0.8791 3.3118 -0.8596
H 0.4869 4.0457 -0.0096
H -0.8622 3.4710 1.0665
H -0.9661 -2.8591 1.7241
H -1.9715 -1.2451 1.6532
H -2.3428 -2.5408 0.6065
H 0.8743 -2.6177 -0.6643
H -0.0108 -1.8561 -1.9024
H -0.5852 -3.2711 -1.2156
H -1.3356 -0.7459 -0.6268
H 0.8141 -1.0964 1.2383
```

Properties
Charge = +1
M = 252.1 g/mol
LUMO level = -4.5 eV
HOMO energy = -13.16 eV